Entry 1:
Computed, not measured: 2 unconnected molecules or ions with the total composition C5H14NO at a distorted geometry, with the ωB97M-V functional and the def2-TZVPD basis.

```
21
Properties=species:S:1:pos:R:3:forces:R:3:mulliken_charge:R:1
O 1.2788 1.3691 -3.0185 0.22 -0.94 0.70 -0.435
N -0.3397 0.9381 -0.9061 0.16 0.29 0.57 -0.142
C -0.0567 0.0215 2.2023 0.88 0.09 0.12 -1.008
C 1.6131 0.4317 -2.3252 0.32 0.90 -1.43 0.002
C -1.2940 -0.7416 1.7083 0.41 -0.38 -0.23 -0.135
C 0.8938 0.1049 -1.0661 -0.19 -0.37 0.61 -0.321
C -1.6461 -1.9417 2.6330 -0.62 1.06 0.63 -1.278
H -2.1368 -0.0475 1.5441 0.08 -0.29 0.40 0.370
H 1.5100 0.2845 -0.1852 0.14 -0.26 -0.07 0.333
H 2.4393 -0.2703 -2.6047 -0.33 0.47 0.18 0.352
H -0.1855 0.3109 3.2589 0.08 -0.11 -0.44 0.379
H -2.6676 -2.2799 2.3686 0.84 -0.41 0.02 0.333
H 0.8894 -0.5709 2.1265 -0.85 0.13 0.23 0.289
H 0.6167 -0.9601 -1.1181 -0.08 0.36 0.30 0.342
H -1.7184 -1.6608 3.7222 0.22 0.02 -1.11 0.340
H 0.1936 0.9600 1.6620 -0.42 -0.26 0.23 0.290
H -0.1677 1.8691 -0.4665 0.17 -0.44 -1.15 0.421
H -0.8465 -2.6876 2.5507 -0.56 -0.11 -0.08 0.330
H -0.8245 0.9889 -1.8112 -0.01 0.50 0.30 0.412
H -1.0928 -1.2133 0.7156 -0.06 0.26 0.36 0.138
H -0.9226 0.5086 -0.1864 -0.40 -0.51 -0.14 -0.012
```
Forces are in eV/Å.

Calculated values
Net charge: +1



Entry 2:
Computed, not measured: 2 unconnected molecules or ions with the total composition H4O2, with the ωB97M-V functional and the def2-TZVPD basis.

```
6
Properties=species:S:1:pos:R:3:forces:R:3:mulliken_charge:R:1
O 1.4527 0.1930 -0.8640 0.32 0.03 -0.11 -0.607
O -1.2139 0.0710 0.2179 0.14 -0.08 -0.02 -0.671
H 0.6757 0.0063 -0.3371 -0.46 0.13 -0.12 0.343
H -0.9406 -0.2967 1.0584 -0.04 -0.12 0.33 0.311
H 2.1619 -0.2699 -0.4181 0.26 -0.08 0.01 0.317
H -2.1358 0.2962 0.3429 -0.22 0.12 -0.09 0.307
```
Forces are in eV/Å.

Calculated values
Structure (SMILES): O.O



Entry 3:
Computed, not measured: a single C3H12N3O2PSi molecule at a distorted geometry, with the ωB97M-V functional and the def2-TZVPD basis.

```
22
Properties=species:S:1:pos:R:3:forces:R:3:mulliken_charge:R:1
P -2.2188 0.0922 -0.0008 3.50 0.10 0.13 0.675
Si 0.7588 -0.4444 -0.2239 -0.73 0.48 0.35 0.294
O -3.3962 0.8764 -0.3731 0.42 0.32 0.27 -0.622
O -0.3784 -1.3220 -1.2259 2.24 -0.25 0.59 -0.279
N -0.1812 0.9025 0.2842 -2.87 -2.92 -0.08 -0.003
N -2.2908 -0.7538 1.4016 -0.32 -0.13 2.22 -0.440
N -1.6914 -1.0072 -1.1874 -3.38 1.79 -1.02 -0.223
C 2.1432 -0.0813 -1.4238 -0.87 0.97 -0.19 -1.126
C 1.3687 -1.4443 1.3281 -3.12 1.38 -2.84 -1.259
C 0.0198 2.2754 0.1104 2.90 1.87 -1.58 -0.629
H 3.0954 0.0454 -0.9528 0.64 0.18 0.33 0.362
H 0.9291 2.6917 0.7286 -2.00 -0.66 -0.22 0.208
H 2.2371 -0.8611 -2.1596 -0.03 -0.41 -0.31 0.346
H 1.1400 -2.4143 1.0528 -0.01 -2.39 -0.13 0.400
H 0.9150 -1.1662 2.2240 -0.67 0.55 1.41 0.352
H 1.8830 0.8643 -1.9710 0.25 -0.78 0.43 0.249
H 0.5336 2.4919 -0.9476 -1.79 0.12 1.49 0.181
H -2.0698 -0.5700 -2.1073 1.24 -1.05 1.64 0.274
H -2.6726 -0.2777 2.2999 1.12 -1.16 -2.37 0.282
H -1.5321 -1.4628 1.5638 -1.16 1.21 -0.10 0.253
H 2.3454 -1.2231 1.2667 3.75 0.33 0.37 0.441
H -0.9379 2.7885 0.3131 0.91 0.45 -0.36 0.263
```
Forces are in eV/Å.

Calculated values
Structure (SMILES): CN1[Si](C)(C)ON[P@]1(N)=O



Entry 4:
Computed, not measured: a molecular structure, C24H59BrGaN7O8PS, with the ωB97M-V functional and the def2-TZVPD basis.

```
102
Properties=species:S:1:pos:R:3:forces:R:3:mulliken_charge:R:1
Br -1.0245 1.3703 1.7415 -0.05 -0.08 0.00 -0.388
Ga -1.1867 4.3474 -0.3937 -0.11 -0.03 -0.25 0.351
S -0.5813 7.2842 -1.7553 -0.01 0.39 -0.18 -0.166
P -0.1615 3.4926 1.6139 -0.20 0.40 0.26 0.255
O -0.6951 -6.7129 -4.5528 0.07 -0.07 0.06 -0.613
O -3.2969 9.4000 -0.8075 -0.10 0.05 -0.07 -0.651
O 1.3907 3.1908 1.0664 0.10 0.16 -0.17 -0.517
O 1.1852 -5.0530 -0.0768 -0.13 0.11 -0.13 -0.698
O 4.2813 -5.6049 3.6491 0.05 -0.06 0.10 -0.516
O 0.4238 -10.6855 1.1595 0.09 0.05 0.05 -0.590
O -2.5583 5.5948 2.3391 -0.23 -0.03 0.15 -0.580
O -1.2143 0.0842 -1.7524 -0.17 0.02 -0.06 -0.663
N -3.4235 10.4657 -2.8006 -0.04 0.02 -0.08 0.146
N 1.6261 -8.8592 1.7776 0.05 0.16 0.00 0.247
N 1.2561 -2.8381 0.3783 0.02 0.15 0.03 0.269
N -3.4349 0.5137 -1.7324 -0.11 0.05 -0.03 0.137
N -0.5846 -8.6813 -3.4391 0.01 -0.08 0.03 0.159
N -2.4112 7.6066 3.3548 -0.01 0.01 0.11 0.188
N 6.4458 -6.2467 3.4829 0.07 -0.03 -0.04 0.127
C 2.7182 -8.2963 2.5458 -0.08 -0.05 -0.02 -1.008
C -0.1368 -7.4509 -3.7618 -0.01 0.12 -0.07 0.126
C -1.0913 7.2748 3.8614 -0.01 0.03 -0.04 -0.855
C -0.9656 6.3755 -0.2536 0.19 -0.25 0.23 -0.193
C 0.1077 -9.5494 -2.5080 -0.13 0.01 -0.09 -1.103
C -2.1364 0.8848 -1.7084 0.24 -0.16 -0.03 0.468
C -2.9920 8.8961 3.6371 0.07 -0.03 -0.02 -0.956
C 2.5340 -2.9835 1.0519 -0.03 0.01 0.00 -0.970
C -1.8130 -9.1431 -4.0570 0.02 0.01 0.01 -0.954
C -3.7536 -0.8968 -1.7891 0.03 0.04 0.02 -0.936
C 7.6179 -6.8175 4.1076 -0.04 0.04 -0.06 -0.936
C 6.5040 -5.8280 2.0916 0.00 0.00 0.03 -0.874
C -3.3625 9.3610 -2.0209 0.03 -0.09 0.20 0.153
C -3.0413 6.6741 2.6046 0.11 -0.01 -0.18 0.059
C 1.3222 -10.1626 1.8016 -0.05 -0.16 -0.07 0.114
C 0.6436 -1.5155 0.2994 0.10 -0.15 0.03 -0.761
C 1.8901 5.9361 -1.5798 0.04 0.14 0.08 -0.857
C -4.4966 1.4951 -1.6840 0.01 -0.06 0.01 -0.777
C 0.7573 6.3390 -2.5197 0.09 -0.09 -0.24 -0.489
C 0.6913 -3.9286 -0.1401 0.07 -0.16 0.05 0.044
C 5.2833 -6.0801 4.1461 -0.10 0.06 -0.03 0.088
C -3.3885 11.7634 -2.1573 0.02 -0.04 0.00 -0.962
C 0.8425 -7.9563 0.9453 -0.02 -0.08 0.10 -0.568
C -3.5058 10.3800 -4.2398 0.04 0.04 0.06 -0.923
H -0.3006 -1.5646 -0.2368 0.02 0.02 -0.03 0.086
H -4.0288 7.0042 2.2344 0.02 -0.03 0.04 0.299
H 5.7697 -6.3688 1.4945 0.00 0.00 -0.01 0.227
H 0.8866 -8.2679 -0.0955 0.00 0.02 -0.02 -0.088
H 2.3558 -7.5436 3.2460 0.04 0.03 0.00 0.333
H 3.4411 -7.8156 1.8848 0.02 0.03 0.03 0.398
H -2.7386 3.9654 -0.5046 0.02 0.00 0.09 -0.362
H -2.4701 11.8826 -1.5810 0.01 0.01 0.00 0.283
H 2.8475 -2.0068 1.4126 0.00 0.01 0.00 0.367
H 0.3467 5.4656 -3.0285 0.00 0.01 0.16 0.282
H -3.5111 9.3324 -4.5343 0.01 -0.01 -0.01 0.304
H 5.3286 -6.4214 5.1958 -0.01 0.01 -0.03 0.280
H 0.7918 -7.1720 -3.2354 -0.03 0.01 0.00 0.307
H 1.9816 -10.7457 2.4708 -0.03 0.01 -0.01 0.234
H 7.9322 -7.7278 3.5923 0.00 -0.01 0.01 0.340
H -2.6415 -8.4778 -3.8125 -0.01 0.00 0.00 0.299
H 2.6514 6.7220 -1.5345 -0.04 -0.09 0.02 0.345
H -1.7150 -9.1651 -5.1431 0.00 0.00 -0.01 0.281
H -0.2030 -7.9685 1.2546 -0.01 0.01 -0.01 0.294
H 0.4660 -1.1229 1.2990 -0.02 0.03 0.01 0.353
H -0.5253 -9.7890 -1.6521 0.07 -0.03 0.05 0.442
H 7.3889 -7.0677 5.1419 0.00 -0.01 0.01 0.287
H -1.9234 6.7734 0.0854 0.05 0.02 -0.11 -0.005
H -2.3693 9.7024 3.2420 -0.02 0.01 -0.02 0.338
H -0.3700 3.6934 -1.6088 0.02 0.02 0.02 -0.269
H 6.2851 -4.7642 2.0005 0.00 0.01 0.00 0.298
H -0.4110 7.0534 3.0380 0.00 0.00 -0.01 0.180
H -5.1272 1.4343 -2.5763 0.00 0.00 0.00 0.349
H -0.7108 8.1195 4.4333 0.00 0.00 0.00 0.383
H 1.2344 -6.9477 1.0251 -0.01 -0.01 -0.02 0.375
H -4.4194 10.8518 -4.6118 0.00 -0.01 -0.01 0.340
H 1.1435 7.0156 -3.2895 -0.08 -0.09 -0.01 0.327
H 2.3490 5.0009 -1.9083 0.04 0.09 0.00 0.255
H -3.3409 -1.4216 -0.9254 -0.01 -0.01 0.01 0.252
H -3.1140 9.0472 4.7137 -0.01 0.00 0.00 0.361
H 7.5010 -6.0269 1.7053 0.01 0.00 0.00 0.374
H -1.1328 6.3893 4.4965 0.00 -0.01 0.00 0.288
H -1.9930 1.9718 -1.6522 0.09 -0.05 0.00 -0.216
H 1.5316 5.7709 -0.5634 -0.02 -0.11 -0.08 0.122
H 3.2198 -9.0861 3.1050 -0.01 -0.02 0.00 0.280
H -2.0348 -10.1439 -3.6926 0.00 0.00 0.00 0.386
H 0.4017 -10.4798 -2.9996 0.02 -0.02 0.04 0.363
H 3.2868 -3.3770 0.3669 0.01 0.00 -0.01 0.247
H -3.3772 8.4199 -2.5921 0.03 0.00 0.06 0.316
H 8.4500 -6.1102 4.0987 0.01 0.00 0.02 0.336
H -0.2744 -3.7318 -0.6306 0.03 -0.01 -0.02 0.368
H 1.9784 3.4558 1.7791 0.08 -0.24 0.04 0.305
H -4.8358 -1.0143 -1.7951 -0.01 0.00 0.00 0.393
H -3.4391 12.5379 -2.9203 0.00 0.01 0.00 0.382
H -2.6484 10.8653 -4.7129 0.00 -0.02 -0.02 0.331
H 2.4591 -3.6745 1.8924 0.01 -0.01 0.01 0.325
H -3.3352 -1.3556 -2.6865 0.00 -0.01 0.00 0.272
H 1.0054 -9.0550 -2.1445 0.01 0.03 -0.02 0.270
H -4.2281 11.8776 -1.4700 0.00 0.01 0.00 0.284
H -5.1257 1.3466 -0.8025 0.00 0.02 0.01 0.318
H -4.0570 2.4892 -1.6238 -0.01 0.00 0.04 0.200
H 1.2941 -0.8243 -0.2355 -0.04 0.04 -0.02 0.325
H -0.2203 6.6505 0.5009 -0.13 0.00 0.07 0.246
H -3.9708 8.9589 3.1647 0.00 0.01 -0.02 0.281
```
Forces are in eV/Å.

Calculated values
Net charge: -1



Entry 5:
Computed, not measured: a gas-phase ion, CH6N3OS (charge +1) at a distorted geometry, with the ωB97M-V functional and the def2-TZVPD basis.

```
12
Properties=species:S:1:pos:R:3:forces:R:3:mulliken_charge:R:1
S 2.9936 -0.3133 0.1266 -1.06 0.31 -0.34 0.137
O 3.0933 1.2815 -0.1579 -1.47 -2.06 -3.59 -0.407
N 0.7848 -1.6867 0.1755 1.22 0.09 -1.24 -0.334
N -0.8669 0.9000 -0.2029 1.69 -0.92 -2.42 -0.160
N 0.5136 0.9276 0.2109 3.86 -5.27 -0.99 -0.503
C 1.2541 -0.4649 0.0528 -1.95 6.04 1.99 0.470
H 3.5306 1.6713 0.5229 1.96 2.01 3.44 0.345
H -0.1425 -1.9146 0.3439 -1.94 -0.21 0.33 0.211
H -1.4123 0.6564 0.5462 -2.36 -1.06 2.08 0.330
H -1.1352 0.4848 -1.1141 0.24 -0.72 0.63 0.352
H 1.3263 -2.4082 -0.2599 0.27 -0.61 0.10 0.247
H -1.0240 1.8390 -0.4153 -0.46 2.39 0.00 0.311
```
Forces are in eV/Å.

Calculated values
Structure (SMILES): N/C(=N\[NH3+])SO
Net charge: +1



Listing energy above the lowest of the compared OMol25 structures with the same formula, charge and spin for the structures above in their given order: 42.8, 3.6, 30.9, 0.0, 76.8 kcal/mol.